(1)
Here is a cluster of 3 separate species, C12H16F17N2O6PS2 in total from the Open Molecules 2025 dataset. Energies are from ωB97M-V/def2-TZVPD.

Output
HOMO energy   -9.54 eV
Kohn-Sham gap   9.8 eV
E_tot   -105126.834 eV
LUMO   0.3 eV
Structure (SMILES)   FC(F)C(F)(F)COC(F)(F)C(F)F.FC(F)C(F)(F)COC(F)(F)C(F)F.CCNN(P(O)(O)=S)S(=O)(=O)F

The geometry in ORCA input format:
```
! wB97M-V def2-TZVPD RIJCOSX def2/J DEFGRID3
* xyz 0 1
F 2.92 -1.48 3.49
F -1.90 3.41 2.40
O 1.42 -3.11 2.62
C -2.13 5.21 5.62
C -2.26 -0.82 -4.34
H -3.07 -1.24 -3.75
H -2.24 0.25 -4.14
O 0.86 -0.69 2.55
O -2.60 -1.11 -5.68
H -2.51 1.34 4.87
F -0.28 -1.70 -7.15
F -0.97 -0.35 -8.73
F -1.68 2.98 6.32
O 2.75 1.08 1.39
H 1.44 -3.14 -1.28
P 3.50 -0.09 0.66
C -1.78 2.22 3.02
F -1.26 -1.76 -2.47
F 0.68 -0.35 -5.02
C -2.65 3.79 5.86
C -1.37 -1.17 -7.73
H 1.83 1.21 1.15
H 3.69 -4.57 0.17
F -0.78 -2.67 -4.41
H 5.45 -0.69 1.16
H 1.15 -3.74 0.37
O -3.26 3.28 4.75
C -0.32 1.97 3.40
S 1.79 -1.76 2.43
H -2.96 5.87 5.36
N 2.63 -1.59 1.02
H -3.71 1.69 3.64
C 1.78 -3.83 -0.51
S 3.83 0.04 -1.22
F 1.27 -1.43 -3.21
C -1.00 -1.49 -3.79
F -2.08 1.24 2.12
F 0.12 2.89 4.27
C 3.26 -3.63 -0.20
O 4.77 -0.17 1.60
H -0.17 0.97 3.80
F -1.48 0.73 -6.31
F -1.53 5.65 6.75
N 3.61 -2.61 0.81
H -1.99 -1.97 -8.14
F -3.59 3.88 6.83
H 1.64 -4.84 -0.90
H 3.80 -3.38 -1.12
H 0.17 0.24 -3.17
F -1.22 5.21 4.63
C -2.17 -0.34 -6.72
C -2.82 2.08 4.14
C 0.30 -0.67 -3.77
F 0.43 2.09 2.26
F -3.26 0.11 -7.37
H 3.92 -3.01 1.68
*
```

natural (NBO) population analysis, charges in e, atoms 1 to 5: -0.481 -0.309 -0.891 0.505 -0.133

=====

(2)
Here is a structure of composition C12H16F3N2O4ReS3 from the Open Molecules 2025 dataset. Energies are from ωB97M-V/def2-TZVPD.

Output
HOMO energy (spin up / spin down)   -12.16 / -12.11 eV
Energy relative to the best compared isomer or geometry (same formula, charge and spin)   0.0519 eV
Kohn-Sham gap (spin up / spin down)   7.2 / 7.6 eV
E_tot   -66656.779 eV
LUMO (spin up / spin down)   -5.0 / -4.5 eV

The geometry in ORCA input format:
```
! wB97M-V def2-TZVPD RIJCOSX def2/J DEFGRID3
* xyz 1 2
O 1.42 -1.16 -1.57
C 0.73 3.96 0.59
C -5.04 -1.58 1.15
C -4.11 -1.12 0.22
C -2.35 -1.86 1.68
H 1.89 0.50 3.34
O 1.71 0.51 0.91
H -2.94 -2.81 3.51
C -2.76 -1.26 0.50
N 1.24 2.64 0.22
H -6.10 -1.48 0.94
C -3.27 -2.33 2.60
H 2.61 4.18 2.95
H 2.70 1.80 4.22
F 4.67 -1.30 -2.20
O 2.13 -2.27 0.40
H -0.28 4.05 0.18
C 3.10 3.48 2.28
S -1.51 -0.69 -0.61
N 2.38 2.21 2.21
S -0.60 -2.03 1.92
H -0.07 1.97 -1.30
C -4.62 -2.18 2.33
H -5.36 -2.54 3.04
H 1.34 4.76 0.19
C 4.05 -1.09 -1.06
H 1.62 1.42 -1.46
O 2.76 -3.25 -1.80
C 0.98 2.24 -1.17
F 3.79 0.22 -0.94
C 2.67 1.25 3.28
H 1.21 3.09 -1.81
H 0.66 4.05 1.67
S 2.48 -2.09 -1.05
Re 0.42 -0.91 0.37
H -4.43 -0.66 -0.71
H 4.10 3.28 2.66
H 3.19 3.92 1.29
F 4.81 -1.47 -0.05
H 3.63 0.76 3.11
C 1.76 1.79 1.11
*
```

natural (NBO) population analysis, charges in e, atoms 1 to 5: -0.924 -0.410 -0.183 -0.179 -0.123

=====

(3)
Here is a structure of composition C12H16FeN9O2S from the Open Molecules 2025 dataset. Energies are from ωB97M-V/def2-TZVPD.

Output
HOMO energy (spin up / spin down)   -15.16 / -15.07 eV
Energy relative to the best compared isomer or geometry (same formula, charge and spin)   0.0000 eV
Kohn-Sham gap (spin up / spin down)   8.3 / 7.1 eV
E_tot   -75417.290 eV
LUMO (spin up / spin down)   -6.8 / -8.0 eV

The geometry in ORCA input format:
```
! wB97M-V def2-TZVPD RIJCOSX def2/J DEFGRID3
* xyz 2 6
H -3.82 4.26 2.80
H -3.89 -0.27 -0.59
C -3.99 3.29 2.33
H -4.71 3.40 1.52
C 2.08 -0.57 -1.22
H 4.23 -0.79 0.49
N -0.89 -1.78 0.34
H 4.27 -0.02 2.84
H -1.70 -0.23 -5.17
H 0.20 1.22 2.37
O -1.41 1.59 0.63
O -2.69 2.93 1.78
S -1.75 0.39 -2.49
H 2.22 1.05 3.80
C 1.85 -3.34 1.34
C 3.36 -0.33 0.93
N -3.55 0.97 0.93
H -3.33 -1.01 0.79
C -0.57 -0.31 -3.50
H -4.47 1.12 1.32
N 0.52 -3.38 1.51
C 1.11 0.78 1.99
H -0.13 -0.89 -5.42
H 1.35 -1.07 -3.61
Fe -0.75 -0.01 -0.33
N 2.99 -3.31 1.19
C 2.20 -0.18 0.20
C -0.19 -2.56 0.91
C 3.28 -1.07 -1.95
N 1.08 0.35 0.73
C -2.54 1.83 1.11
N 0.90 -0.43 -1.70
H 3.54 -2.07 -1.58
N -0.81 -0.49 -4.79
N 0.63 -0.70 -3.01
H 4.13 -0.42 -1.74
C 2.25 0.68 2.78
C 3.38 0.10 2.25
H 3.17 -1.11 -3.03
N -3.26 -0.19 0.20
H -4.30 2.56 3.07
*
```

natural (NBO) population analysis, charges in e, atoms 1 to 5: 0.251 0.403 -0.280 0.206 0.355

=====

(4)
Here is a structure of composition C12H16IrN3O4P from the Open Molecules 2025 dataset. Energies are from ωB97M-V/def2-TZVPD.

Output
HOMO energy (spin up / spin down)   -16.09 / -20.80 eV
Kohn-Sham gap (spin up / spin down)   6.2 / 5.6 eV
E_tot   -37454.495 eV
LUMO (spin up / spin down)   -9.9 / -15.2 eV

The geometry in ORCA input format:
```
! wB97M-V def2-TZVPD RIJCOSX def2/J DEFGRID3
* xyz 3 5
C 0.29 -0.96 2.69
C -1.99 1.89 -1.66
C 1.24 -3.11 -0.54
O 1.52 -4.09 3.12
H 1.32 2.59 -1.82
H 0.87 -4.92 0.58
H -2.35 2.80 -2.14
H 2.68 -4.22 0.62
H -0.07 3.70 -2.06
H 0.44 -3.46 -1.18
H 0.59 1.98 1.68
C 2.40 -1.09 0.58
N -2.13 2.09 -0.22
O 0.07 -0.47 3.72
N 0.13 2.99 -0.14
P -0.11 0.29 0.16
C -1.04 -2.46 0.46
H 2.11 -2.81 -1.12
C -0.08 0.36 -1.67
O 3.38 -0.63 0.19
H -2.61 1.03 -1.95
H 1.80 1.84 0.36
N -0.59 1.65 -2.09
Ir 0.71 -1.88 1.01
C -1.28 3.23 0.28
H -1.40 3.43 1.37
C -1.86 0.88 0.50
H -0.70 -0.46 -2.04
C 0.73 1.90 0.59
H -1.63 4.15 -0.20
C 1.31 -3.50 2.11
C 1.57 -4.05 0.52
H -2.58 0.10 0.21
C 0.27 2.79 -1.58
H -1.88 1.00 1.60
H 0.96 0.19 -1.98
O -2.06 -2.76 0.04
*
```

natural (NBO) population analysis, charges in e, atoms 1 to 5: 0.584 -0.150 -0.599 -0.309 0.278

=====

(5)
Here is a cluster of 2 separate species, C12H16N2 in total from the Open Molecules 2025 dataset. Energies are from ωB97M-V/def2-TZVPD.

Output
HOMO energy   -8.30 eV
Energy relative to the best compared isomer or geometry (same formula, charge and spin)   3.2357 eV
Kohn-Sham gap   9.3 eV
E_tot   -15680.863 eV
LUMO   1.0 eV
Structure (SMILES)   CCc1c[nH]cn1.Cc1ccccc1

The geometry in ORCA input format:
```
! wB97M-V def2-TZVPD RIJCOSX def2/J DEFGRID3
* xyz 0 1
C 1.30 -2.28 0.74
H -3.81 1.28 1.02
H 0.21 -2.09 -4.41
C -0.11 0.97 1.86
N 0.27 -0.25 -1.74
C -1.06 0.26 2.61
H -2.12 2.60 -0.37
C -2.43 0.44 2.27
C -2.72 1.25 1.20
C -0.39 -0.48 -2.90
H 1.06 2.28 -0.71
C 1.17 -2.07 -2.45
H 1.37 3.28 0.86
C -0.44 1.92 0.91
C -1.73 1.88 0.41
H 0.19 -2.63 0.99
H 0.95 0.96 2.19
H -1.30 -0.07 -3.30
C 0.55 2.79 0.15
H -0.07 3.72 -0.16
H -3.32 0.18 2.90
C 1.13 -1.21 -1.41
H 1.78 -3.30 0.54
H 1.70 -3.02 -2.63
H 1.58 -1.76 1.71
C 1.93 -1.19 -0.19
N 0.24 -1.71 -3.44
H 2.00 -0.13 0.03
H 2.99 -1.38 -0.20
H -0.91 -0.25 3.50
*
```

natural (NBO) population analysis, charges in e, atoms 1 to 5: -0.642 0.206 0.421 -0.209 -0.460

=====

(6)
Here is an isolated molecule of C12H16N2 from the Open Molecules 2025 dataset. Energies are from ωB97M-V/def2-TZVPD.

Output
HOMO energy (spin up / spin down)   -8.16 / -7.40 eV
Energy relative to the best compared isomer or geometry (same formula, charge and spin)   6.8135 eV
Kohn-Sham gap (spin up / spin down)   7.4 / 7.3 eV
E_tot   -15677.285 eV
LUMO (spin up / spin down)   -0.8 / -0.1 eV

The geometry in ORCA input format:
```
! wB97M-V def2-TZVPD RIJCOSX def2/J DEFGRID3
* xyz 0 1
H -1.33 -1.97 2.37
C -1.19 1.61 0.98
H 3.53 1.35 1.50
C 1.90 1.15 0.21
N -1.88 -0.47 0.19
H -3.66 1.04 -0.64
H 0.63 -2.72 -1.79
H -0.48 0.21 -2.03
C 2.73 -1.38 -0.29
C -1.44 0.86 -0.35
C 3.43 -0.63 0.58
C -0.17 0.93 -1.30
C 3.01 0.65 0.85
H -0.96 -3.20 1.11
C 1.09 0.47 -0.69
C -2.75 1.38 -1.09
H -2.62 2.44 -1.19
H -0.08 1.96 -1.69
C -1.59 -2.31 1.46
C 0.93 -1.71 -1.93
C 1.52 -0.88 -0.96
H 1.77 2.26 0.39
H -1.00 2.68 0.80
N -1.07 -1.26 0.65
H -2.66 -2.61 1.43
H -0.36 1.10 1.30
H -2.02 1.62 1.71
H 3.17 -2.42 -0.55
H 4.29 -1.04 1.03
H -2.72 0.91 -2.07
*
```

natural (NBO) population analysis, charges in e, atoms 1 to 5: 0.213 -0.623 0.215 -0.217 -0.174